No. 1
Computed, not measured: 5 unconnected molecules or ions with the total composition C30H34I2N5O9 in a non-equilibrium geometry, with the ωB97M-V functional and the def2-TZVPD basis.

## Properties
Net charge: +1
Calculated total energy (eV): -73719.596
HOMO-LUMO gap (eV): 7.136

```
80
Properties=species:S:1:pos:R:3:forces:R:3
C -1.692 2.485 -3.007 -0.271 0.026 -0.261
C -3.134 3.096 -2.480 0.760 0.656 -0.483
O -3.043 4.581 -2.666 1.396 -2.338 1.954
C -3.424 2.861 -0.883 -0.145 3.170 -0.336
N -3.935 1.485 -0.518 -0.535 -0.687 -0.600
C -2.918 0.371 -0.626 2.036 -1.805 0.066
I -3.897 -1.519 0.042 -2.818 1.526 -1.401
C -1.595 0.537 0.325 0.043 0.218 0.312
C -1.833 1.362 1.720 0.893 1.268 -0.647
I -1.043 -1.538 0.938 2.903 1.424 0.290
H -0.901 2.639 -2.147 -1.449 -0.504 -1.708
H -1.767 1.359 -3.374 0.228 2.305 1.013
H -1.322 3.103 -3.946 -0.989 -1.191 2.045
H -4.050 2.738 -3.117 1.761 0.674 1.156
H -2.213 4.821 -2.120 -1.736 -0.045 -1.254
H -4.292 3.627 -0.590 1.861 -1.727 -0.694
H -2.480 3.214 -0.271 -1.879 -1.230 -1.084
H -4.715 1.242 -1.201 1.024 0.357 0.994
H -4.392 1.437 0.437 0.782 0.224 -1.142
H -2.566 0.163 -1.723 -1.040 0.787 2.115
H -0.648 0.915 -0.295 -2.275 -0.669 1.458
H -2.946 1.451 2.068 2.092 -0.570 -0.563
H -1.144 0.914 2.557 -1.620 0.913 -1.619
H -1.460 2.477 1.514 -0.769 -2.347 0.618
C -1.878 -4.285 -1.743 -0.010 -0.168 -0.104
C -0.666 -4.575 -2.372 -0.307 -0.226 -0.025
C -0.554 -5.702 -3.189 -0.086 -0.053 -0.012
C -1.668 -6.532 -3.374 -0.067 0.883 0.637
C -2.883 -6.248 -2.737 0.049 -0.013 -0.029
C -2.983 -5.120 -1.920 0.407 -0.067 -0.189
N -1.564 -7.704 -4.252 0.146 -1.348 -1.025
O -0.466 -7.932 -4.782 -1.668 0.411 0.865
O -2.579 -8.395 -4.416 1.511 1.091 0.310
H -1.962 -3.403 -1.111 0.072 -0.277 -0.198
H 0.190 -3.920 -2.228 -0.130 -0.164 -0.047
H 0.397 -5.914 -3.673 -0.340 -0.131 0.012
H -3.754 -6.887 -2.867 0.350 0.029 -0.120
H -3.923 -4.889 -1.423 0.143 -0.108 -0.132
C 4.372 -0.357 1.805 -0.040 0.106 -0.062
C 5.137 0.424 0.938 -0.395 0.118 0.059
C 4.578 1.550 0.332 -0.037 0.017 0.017
C 3.246 1.890 0.608 0.396 -0.733 0.380
C 2.473 1.104 1.472 0.107 -0.058 -0.017
C 3.043 -0.022 2.070 0.113 0.246 -0.215
N 2.660 3.088 -0.006 0.151 0.825 -0.712
O 3.370 3.747 -0.780 -1.296 -0.932 1.259
O 1.490 3.374 0.288 1.181 -0.295 -0.442
H 4.814 -1.232 2.280 -0.124 0.182 -0.102
H 6.172 0.155 0.736 -0.235 0.109 0.006
H 5.187 2.148 -0.341 -0.317 -0.016 0.151
H 1.437 1.353 1.691 0.286 0.115 -0.140
H 2.452 -0.638 2.745 0.093 0.110 -0.178
C 0.143 -8.229 2.702 0.046 0.121 0.006
C 0.761 -7.744 3.856 -0.023 0.259 -0.310
C 1.262 -6.442 3.886 -0.019 0.023 -0.035
C 1.136 -5.628 2.752 -0.340 -0.899 0.010
C 0.523 -6.115 1.590 -0.021 -0.007 0.048
C 0.028 -7.420 1.570 0.165 0.189 0.311
N 1.638 -4.249 2.787 0.512 0.875 0.441
O 2.191 -3.862 3.827 -0.839 -0.444 -1.715
O 1.478 -3.551 1.776 0.197 -0.683 1.241
H -0.252 -9.243 2.684 0.099 0.218 -0.002
H 0.848 -8.381 4.733 0.015 0.189 -0.178
H 1.741 -6.079 4.794 -0.094 0.091 -0.326
H 0.423 -5.496 0.701 0.121 -0.017 0.295
H -0.452 -7.806 0.673 0.121 0.133 0.156
C 3.372 8.560 1.208 -0.106 -0.072 -0.044
C 2.419 9.487 0.784 -0.130 -0.381 -0.048
C 1.195 9.049 0.274 -0.011 -0.012 0.006
C 0.934 7.674 0.198 0.863 0.282 0.379
C 1.892 6.741 0.615 -0.037 -0.008 0.024
C 3.113 7.191 1.121 -0.323 0.290 -0.128
N -0.361 7.208 -0.314 -1.062 0.327 -0.459
O -1.175 8.064 -0.691 1.224 -1.548 0.561
O -0.567 5.986 -0.335 0.031 1.195 -0.103
H 4.323 8.906 1.610 -0.202 -0.069 -0.097
H 2.629 10.552 0.854 -0.102 -0.235 -0.047
H 0.463 9.784 -0.052 0.060 -0.338 0.041
H 1.704 5.671 0.557 -0.156 0.326 -0.101
H 3.863 6.474 1.450 -0.194 0.109 -0.103
```
Forces are in eV/Å.

Here are the Mulliken charges for atoms 1 to 2, given in e: number 1, C, carries -0.661; number 2, C, carries -0.031



No. 2
Computed, not measured: a molecular structure, C21H54InN3O5P in a non-equilibrium geometry, with the ωB97M-V functional and the def2-TZVPD basis.

## Properties
Net charge: -1
Calculated total energy (eV): -51816.087
HOMO-LUMO gap (eV): 5.740

```
85
Properties=species:S:1:pos:R:3:forces:R:3
C 0.913 1.073 -0.533 0.560 -0.513 -0.252
C -0.042 1.667 -1.731 -0.312 -0.130 0.219
C 0.768 2.396 -2.960 0.666 0.563 0.507
C 1.814 1.396 -3.766 -0.188 -0.197 0.112
N 1.171 0.592 -4.874 0.917 0.653 0.142
In 2.234 -1.312 -4.913 -0.985 -0.229 -0.613
C 0.681 -2.897 -4.340 -0.816 -0.035 0.893
C -0.732 -2.126 -3.897 0.422 -0.989 -0.339
C 1.207 -3.901 -3.132 -0.706 -0.279 -0.808
C 2.492 -4.853 -3.604 -0.716 0.677 0.377
P 4.249 -1.373 -3.366 0.485 -0.338 0.411
C 5.431 0.103 -3.669 0.975 0.966 0.952
O 3.690 -1.141 -1.704 -0.380 -0.612 -0.269
H 0.675 -0.084 -0.421 0.533 2.440 0.068
H 2.063 1.135 -0.795 -2.324 -0.110 0.392
H 0.779 1.635 0.494 0.058 -1.164 -2.015
H -0.786 2.440 -1.212 1.462 -1.593 -1.357
H -0.678 0.757 -2.142 1.239 2.031 0.666
H 1.459 3.225 -2.449 -1.527 -1.476 -1.009
H 0.000 2.944 -3.689 1.708 -1.311 1.490
H 2.201 0.624 -2.966 -0.626 1.636 -1.355
H 2.775 1.960 -4.170 -1.883 -0.668 1.070
H 1.268 1.056 -5.817 -0.005 -0.315 1.594
H 2.742 -1.706 -6.597 0.091 0.158 0.248
H 0.414 -3.501 -5.324 0.628 0.878 2.099
H -1.043 -1.370 -4.763 0.604 -1.543 2.148
H -1.538 -2.981 -3.774 1.206 1.770 -0.216
H -0.637 -1.588 -2.851 -0.095 -0.865 -2.204
H 1.455 -3.297 -2.134 -0.502 -1.195 -2.143
H 0.288 -4.618 -2.887 1.932 1.267 -0.218
H 2.343 -5.116 -4.740 0.265 0.241 2.303
H 3.523 -4.291 -3.509 -2.087 -1.077 -0.096
H 2.461 -5.794 -2.898 0.345 1.669 -1.648
H 6.500 -0.236 -3.274 -2.148 0.845 -0.895
H 5.536 0.379 -4.816 -0.447 -0.619 2.410
H 5.117 1.054 -3.019 0.599 -1.875 -1.612
H 3.180 -1.943 -1.385 1.050 1.326 -1.021
C -5.287 5.403 2.570 0.367 -0.133 -0.002
O -4.420 4.300 2.800 -0.603 0.107 0.086
C -5.117 3.134 3.258 0.564 -0.459 -0.258
C -5.019 2.017 2.207 -0.331 0.677 -0.013
N -5.811 2.346 1.017 0.146 -0.148 0.208
C -5.575 1.435 -0.109 0.129 0.425 -0.196
C -4.172 1.463 -0.751 -0.420 -0.112 -0.428
O -3.868 2.692 -1.412 0.094 -0.301 0.595
C -3.293 3.684 -0.573 -0.093 0.064 -0.449
H -4.674 6.269 2.308 0.027 -0.159 0.045
H -5.964 5.196 1.737 -0.187 0.070 0.050
H -5.860 5.641 3.472 -0.078 0.012 -0.076
H -6.160 3.349 3.519 0.079 0.073 -0.215
H -4.610 2.802 4.171 -0.047 -0.010 -0.051
H -5.388 1.081 2.641 0.006 0.057 -0.072
H -3.963 1.889 1.952 0.162 -0.080 0.218
H -5.584 3.291 0.719 -0.015 -0.247 0.082
H -6.304 1.703 -0.883 0.154 -0.091 0.008
H -5.810 0.411 0.201 0.095 0.061 0.063
H -4.161 0.696 -1.533 0.017 0.106 0.049
H -3.380 1.186 -0.048 0.033 0.172 0.089
H -2.687 3.255 0.230 -0.111 -0.013 0.008
H -4.075 4.325 -0.160 0.067 0.076 0.257
H -2.649 4.317 -1.189 -0.026 -0.140 -0.013
C 0.947 -1.576 6.453 -0.040 0.308 -0.254
O 1.555 -0.622 5.592 0.173 -0.432 0.406
C 2.983 -0.745 5.549 0.051 0.330 -0.707
C 3.430 -1.172 4.142 -0.404 -0.342 0.528
N 3.039 -2.558 3.865 0.110 0.269 0.003
C 3.230 -2.948 2.464 -0.431 -0.113 0.002
C 2.346 -2.244 1.414 0.147 -0.485 -0.093
O 0.957 -2.561 1.528 0.347 0.464 0.174
C 0.235 -1.721 2.418 -0.145 -0.333 -0.244
H -0.124 -1.363 6.496 0.130 0.068 -0.071
H 1.080 -2.588 6.063 0.044 -0.124 0.159
H 1.358 -1.505 7.465 -0.006 -0.110 -0.008
H 3.364 -1.430 6.316 -0.181 -0.079 -0.138
H 3.392 0.249 5.760 0.008 -0.066 -0.019
H 4.520 -1.082 4.068 -0.086 -0.045 -0.026
H 2.975 -0.486 3.423 0.090 0.268 0.029
H 2.056 -2.678 4.102 0.240 0.069 -0.077
H 3.024 -4.024 2.410 0.011 0.134 -0.113
H 4.284 -2.818 2.195 -0.089 0.109 0.023
H 2.654 -2.619 0.431 -0.066 -0.025 0.167
H 2.503 -1.162 1.385 -0.101 0.037 0.101
H 0.636 -0.704 2.454 0.063 -0.080 0.032
H 0.218 -2.160 3.418 0.002 0.197 0.186
H -0.800 -1.670 2.070 0.105 -0.017 -0.078
```
Forces are in eV/Å.

Here are the Mulliken charges for atoms 1 to 2, given in e: number 1, C, carries -0.599; number 2, C, carries 0.476



No. 3
Computed, not measured: a molecular structure, C54H46Br2Cl2N6O3P2Ti in a non-equilibrium geometry, with the ωB97M-V functional and the def2-TZVPD basis.

## Properties
ΔE to the lowest compared entry with this formula, charge and spin (eV): 0.000
Net charge: +2
Calculated total energy (eV): -278644.373
HOMO-LUMO gap (eV): 6.938

```
116
Properties=species:S:1:pos:R:3:forces:R:3
Ti 0.076 -0.139 -0.163 -0.222 -1.778 0.283
C -1.462 -2.948 0.533 -0.093 -0.091 -0.149
N -0.733 -1.927 1.306 0.168 0.397 -0.230
C 0.400 -2.534 2.029 0.205 0.020 0.186
C 1.414 -2.937 1.011 0.061 -0.020 -0.035
N 1.402 -2.454 -0.204 0.147 0.050 0.294
C 2.405 -3.137 -0.888 0.070 -0.281 0.095
C 2.796 -3.080 -2.226 -0.014 0.031 0.025
C 3.847 -3.884 -2.619 -0.028 0.067 -0.056
C 4.496 -4.738 -1.716 0.043 -0.036 0.039
C 4.105 -4.827 -0.396 0.012 -0.060 0.075
C 3.045 -4.018 -0.003 -0.073 0.183 -0.301
N 2.374 -3.872 1.200 0.003 -0.035 0.076
C -1.530 -2.571 -0.907 0.166 -0.149 0.005
N -0.771 -1.638 -1.446 -0.540 -0.044 -0.049
C -0.912 -1.774 -2.830 -0.022 -0.366 -0.170
C -0.283 -1.146 -3.905 -0.028 -0.003 0.052
C -0.644 -1.536 -5.179 0.047 0.066 -0.004
C -1.602 -2.532 -5.407 -0.037 -0.044 -0.009
C -2.210 -3.188 -4.357 -0.053 -0.046 0.013
C -1.835 -2.800 -3.079 0.289 0.204 -0.054
N -2.198 -3.278 -1.832 -0.046 -0.019 -0.011
H -0.915 -3.895 0.575 0.019 0.018 0.012
H -2.454 -3.136 0.937 0.031 0.018 0.075
H -1.364 -1.518 1.988 -0.099 -0.006 -0.016
H 0.821 -1.807 2.724 -0.030 0.041 -0.014
H 0.083 -3.411 2.603 -0.069 0.022 -0.005
H 2.286 -2.430 -2.926 -0.006 -0.009 -0.032
H 4.179 -3.864 -3.648 -0.021 0.002 0.000
H 5.316 -5.349 -2.069 -0.008 -0.009 0.013
H 4.591 -5.504 0.295 0.023 0.008 -0.024
H 2.588 -4.350 2.059 -0.057 -0.008 0.026
H 0.474 -0.394 -3.761 0.014 0.032 -0.016
H -0.167 -1.067 -6.029 0.005 0.004 0.013
H -1.850 -2.803 -6.424 -0.020 -0.009 0.012
H -2.936 -3.974 -4.521 0.017 0.000 -0.015
H -2.854 -4.022 -1.658 0.034 -0.018 0.113
C -3.272 2.687 1.282 0.030 -0.079 0.008
C -2.278 2.233 2.350 -0.080 -0.087 -0.324
P -0.570 1.939 1.677 -0.498 0.502 0.821
C -0.259 3.707 1.287 0.157 -0.156 -0.249
C -0.300 4.697 2.270 -0.044 -0.041 -0.008
C -0.147 6.029 1.920 -0.011 0.023 0.083
C 0.018 6.396 0.592 0.007 -0.007 -0.034
C 0.027 5.422 -0.393 -0.019 0.043 -0.024
C -0.106 4.089 -0.039 0.068 -0.114 0.121
C 0.207 1.678 3.319 0.153 -0.120 -0.163
C 1.236 2.479 3.805 0.020 -0.100 -0.055
C 1.661 2.353 5.121 0.074 -0.017 0.004
C 1.075 1.419 5.959 0.050 0.025 0.026
C 0.083 0.581 5.471 -0.026 -0.095 -0.006
C -0.342 0.707 4.159 0.047 -0.054 -0.129
C -4.126 1.530 0.798 0.224 0.051 -0.028
P -3.169 0.124 0.007 -1.010 -0.027 -0.054
C -4.063 0.083 -1.602 0.256 -0.057 -0.006
C -5.463 0.077 -1.639 0.054 -0.033 0.006
C -6.131 0.061 -2.849 -0.061 0.002 0.065
C -5.417 0.055 -4.043 0.008 0.006 -0.030
C -4.034 0.079 -4.018 0.028 0.015 -0.084
C -3.363 0.098 -2.801 -0.050 0.027 0.140
C -4.008 -1.275 0.886 0.141 0.046 -0.035
C -3.930 -1.323 2.280 0.051 0.049 -0.080
C -4.518 -2.355 2.997 0.066 -0.005 0.058
C -5.198 -3.362 2.329 -0.019 -0.083 0.008
C -5.267 -3.341 0.943 0.039 0.000 -0.024
C -4.665 -2.314 0.227 -0.052 0.104 0.027
H -2.753 3.157 0.441 -0.037 0.058 0.013
H -3.936 3.446 1.698 0.042 0.042 -0.001
H -2.655 1.352 2.873 0.066 0.065 -0.009
H -2.140 3.010 3.100 0.054 -0.061 0.059
H -0.451 4.443 3.310 0.034 0.001 0.032
H -0.160 6.786 2.693 -0.019 -0.003 -0.005
H 0.134 7.440 0.330 -0.005 -0.005 -0.005
H 0.133 5.697 -1.435 0.012 -0.007 0.011
H -0.100 3.325 -0.793 0.057 0.001 -0.140
H 1.698 3.211 3.160 0.052 0.092 -0.038
H 2.451 2.995 5.488 0.004 -0.004 0.005
H 1.394 1.341 6.990 0.002 -0.015 -0.009
H -0.371 -0.157 6.119 0.009 -0.010 -0.012
H -1.127 0.052 3.789 -0.043 0.022 0.080
H -4.836 1.886 0.055 -0.045 -0.059 -0.033
H -4.693 1.122 1.634 -0.036 -0.013 -0.013
H -6.034 0.076 -0.719 -0.029 -0.010 0.015
H -7.213 0.057 -2.863 0.006 -0.004 -0.011
H -5.945 0.045 -4.987 0.010 -0.002 0.000
H -3.470 0.097 -4.942 0.001 0.003 0.013
H -2.289 0.149 -2.777 -0.014 0.073 -0.078
H -3.422 -0.526 2.817 -0.072 -0.043 0.043
H -4.457 -2.367 4.078 -0.019 0.019 -0.001
H -5.682 -4.153 2.886 0.019 -0.007 -0.007
H -5.801 -4.120 0.413 -0.007 -0.005 0.020
H -4.724 -2.313 -0.853 -0.080 0.050 -0.050
Br -1.850 3.213 -3.205 0.199 -0.077 -0.013
C -0.075 2.574 -3.217 -0.484 -0.228 0.528
C 0.852 3.148 -4.105 0.249 0.067 -0.168
C 2.167 2.778 -4.088 0.017 0.163 -0.148
Br 3.380 3.623 -5.259 -0.107 -0.082 0.084
C 2.625 1.784 -3.186 -0.169 -0.164 0.146
C 3.954 1.344 -3.040 0.023 -0.052 0.057
C 4.245 0.396 -2.093 0.033 0.042 -0.078
C 3.214 -0.153 -1.323 -0.034 -0.168 -0.061
N 1.953 0.211 -1.447 -0.424 0.116 -0.012
C 1.667 1.196 -2.336 0.005 0.085 -0.096
C 0.318 1.606 -2.322 0.495 0.652 -0.796
O -0.451 1.007 -1.404 -0.259 1.026 -0.880
H 0.517 3.911 -4.795 -0.032 -0.003 0.019
H 4.731 1.764 -3.665 0.006 0.020 0.020
H 5.258 0.054 -1.938 -0.010 -0.026 -0.012
H 3.434 -0.923 -0.598 -0.051 -0.007 0.023
Cl 4.530 1.887 2.388 -0.243 0.000 -0.006
C 3.560 0.478 1.992 -0.100 -0.034 -0.023
Cl 3.225 -0.528 3.417 -0.036 0.059 0.001
C 2.267 0.825 1.218 0.658 0.772 0.271
O 2.128 1.880 0.633 0.043 -0.215 0.393
O 1.403 -0.146 1.150 0.849 -0.006 0.663
H 4.182 -0.130 1.338 -0.078 -0.066 -0.046
```
Forces are in eV/Å.

Here are the Mulliken charges for atoms 1 to 2, given in e: number 1, Ti, carries 0.205; number 2, C, carries -1.979



No. 4
Computed, not measured: a molecular structure, C3H6N2O in a non-equilibrium geometry, with the ωB97M-V functional and the def2-TZVPD basis.

## Properties
ΔE to the lowest compared entry with this formula, charge and spin (eV): 5.120
Calculated total energy (eV): -8231.579
HOMO-LUMO gap (eV): 8.511

```
12
Properties=species:S:1:pos:R:3:forces:R:3
C -1.316 -0.767 0.355 -0.190 0.241 0.802
N -0.437 0.003 1.012 -0.223 -0.444 -0.249
C 1.189 0.739 -0.214 0.568 0.248 -0.080
N 2.133 1.088 0.495 -0.553 -0.304 -0.243
C 0.547 0.565 -1.415 -0.051 0.122 0.385
O 0.050 -0.589 -1.751 -0.460 -0.068 0.536
H -2.267 -0.288 0.104 0.164 -0.047 -0.097
H -1.370 -1.845 0.555 0.172 0.219 -0.141
H -0.759 -0.861 -0.904 0.667 0.167 -0.809
H 0.261 -0.617 1.436 -0.050 0.121 -0.078
H 1.900 1.214 1.483 -0.072 -0.003 -0.122
H 0.165 1.488 -1.875 0.027 -0.251 0.094
```
Forces are in eV/Å.

Here are the Mulliken charges for atoms 1 to 2, given in e: number 1, C, carries -0.540; number 2, N, carries -0.563